No. 1
{"formula": "C3H5N2O3", "method": "wB97M-V/def2-TZVPD", "species": ["O", "O", "O", "N", "N", "C", "C", "C", "H", "H", "H", "H", "H"], "positions_angstrom": [[-2.603, -0.142, -0.857], [-3.147, 0.251, 1.216], [0.003, -1.442, 0.467], [-2.422, 0.194, 0.265], [-0.003, 1.076, -0.064], [1.030, -1.147, -0.315], [-1.052, 0.529, 0.265], [1.365, 0.354, 0.010], [1.999, -1.626, 0.085], [1.995, 0.872, -0.549], [0.153, 2.059, -0.211], [1.060, -1.458, -1.404], [1.621, 0.480, 1.094]], "e_homo_ev": [-15.91, -15.43], "e_above_lowest_kj_mol": 835.1, "charge": 1}

---

No. 2
{"formula": "C18H15N7PdS2Se", "method": "wB97M-V/def2-TZVPD", "species": ["Pd", "Se", "S", "S", "N", "N", "N", "N", "N", "N", "N", "C", "C", "C", "C", "C", "C", "C", "C", "C", "C", "C", "C", "C", "C", "C", "C", "C", "C", "H", "H", "H", "H", "H", "H", "H", "H", "H", "H", "H", "H", "H", "H", "H"], "positions_angstrom": [[1.768, -1.975, -1.806], [-1.297, -6.033, -1.819], [3.622, -2.696, -0.069], [-0.195, 1.922, 0.903], [1.217, -2.020, 1.909], [0.830, -3.988, -1.708], [-1.469, -0.810, 2.450], [-0.967, 6.071, -0.984], [2.277, -2.857, 2.302], [4.300, -3.819, 2.361], [0.929, -0.273, -2.940], [0.288, 0.983, -0.501], [-0.001, 5.241, -1.402], [-1.619, 5.655, 0.081], [-3.229, -0.237, 0.974], [1.907, 0.042, -2.031], [-0.354, -0.120, -2.521], [0.344, 4.005, -0.852], [0.091, -2.569, 1.813], [-0.382, 3.547, 0.248], [-0.714, 0.560, -1.411], [-1.099, -1.757, 1.599], [-0.011, -4.780, -1.694], [-2.841, -1.265, 0.115], [-1.741, -2.023, 0.357], [1.548, 0.761, -0.797], [-1.374, 4.424, 0.708], [-2.503, -0.050, 2.149], [3.304, -3.094, 1.569], [5.207, -3.786, 1.926], [-2.923, 0.699, 2.876], [-4.110, 0.409, 0.716], [4.311, -3.420, 3.252], [-1.083, -0.485, -3.217], [-2.389, 6.304, 0.455], [-1.431, -2.773, -0.367], [2.315, 1.115, -0.126], [-3.435, -1.467, -0.821], [-0.049, -3.628, 1.875], [-1.730, 0.719, -1.208], [0.570, 5.569, -2.280], [1.150, 3.442, -1.314], [2.898, 0.226, -2.400], [-1.930, 4.232, 1.630]], "e_homo_ev": -1.22, "charge": -2}

---

No. 3
{"formula": "C6H12N2", "method": "wB97M-V/def2-TZVPD", "species": ["N", "N", "C", "C", "C", "C", "C", "C", "H", "H", "H", "H", "H", "H", "H", "H", "H", "H", "H", "H"], "positions_angstrom": [[-0.539, 0.958, 0.749], [-0.074, 1.538, -0.583], [0.126, -0.286, 0.863], [-2.006, 1.048, 0.804], [1.184, -0.368, -0.217], [1.294, 1.087, -0.606], [0.860, -1.296, -1.494], [-0.256, -1.244, 1.756], [0.971, -2.419, -1.252], [1.552, 1.239, -1.691], [1.599, -1.192, -2.240], [-2.368, 0.135, 1.401], [-0.239, -1.014, -1.753], [1.811, 1.726, 0.100], [-2.309, 2.069, 1.263], [-1.027, -1.022, 2.461], [2.211, -0.728, 0.082], [0.187, -2.203, 1.921], [-0.129, 2.658, -0.519], [-2.390, 1.169, -0.310]], "smiles": "C=C1[C@@H](C)CNN1C", "e_homo_ev": -7.67, "e_above_lowest_kj_mol": 290.5}

---

No. 4
{"formula": "C30H35N3O18S2", "method": "wB97M-V/def2-TZVPD", "species": ["S", "S", "O", "O", "O", "O", "O", "O", "O", "O", "O", "O", "O", "O", "O", "O", "O", "O", "O", "O", "N", "N", "N", "C", "C", "C", "C", "C", "C", "C", "C", "C", "C", "C", "C", "C", "C", "C", "C", "C", "C", "C", "C", "C", "C", "C", "C", "C", "C", "C", "C", "C", "C", "H", "H", "H", "H", "H", "H", "H", "H", "H", "H", "H", "H", "H", "H", "H", "H", "H", "H", "H", "H", "H", "H", "H", "H", "H", "H", "H", "H", "H", "H", "H", "H", "H", "H", "H"], "positions_angstrom": [[0.145, -0.750, -0.732], [-1.115, -5.225, -0.930], [-2.069, 3.520, -2.037], [-0.725, -0.211, -1.747], [-1.949, -4.259, -1.715], [-0.238, 0.084, 0.660], [0.451, 3.459, 1.165], [-6.409, -0.366, 1.413], [3.904, 4.832, 2.910], [1.662, -0.056, -0.794], [2.238, -2.173, -6.645], [-0.674, -6.511, -1.519], [0.195, -1.685, -6.203], [0.306, -2.171, -0.499], [-0.567, 3.133, -3.693], [2.176, 4.449, 1.699], [-6.016, -0.245, 3.511], [-1.484, 2.771, 2.200], [0.341, -4.459, -0.359], [-1.717, -5.285, 0.603], [1.277, -2.213, -5.881], [-5.652, -0.278, 2.381], [3.101, 4.102, 2.438], [2.536, -4.463, -3.113], [-2.598, 2.037, 1.761], [3.139, 2.624, 2.789], [1.503, -2.724, -4.545], [-3.713, -0.876, 0.940], [0.750, 2.664, -3.880], [0.360, 1.391, 0.567], [4.450, 0.806, 3.798], [0.038, -3.662, 0.803], [-2.378, -0.947, 0.697], [2.093, -3.728, -2.009], [2.217, 0.446, 2.802], [1.102, 2.093, -2.643], [-3.345, -0.096, 3.150], [1.783, 1.058, 0.081], [-4.234, -0.516, 2.186], [0.067, 2.304, -1.616], [1.271, -2.006, -3.380], [4.329, 2.174, 3.458], [2.233, 1.736, 2.287], [-1.010, 2.998, -2.445], [-1.389, -4.105, 1.272], [-1.831, 3.628, 0.054], [1.553, -2.443, -2.122], [3.362, -0.061, 3.490], [-1.523, -0.539, 1.677], [-0.804, 3.297, 1.117], [-3.114, 3.057, 0.764], [-1.973, -0.101, 2.939], [2.196, -3.946, -4.364], [-2.038, -1.181, -0.301], [2.535, -4.498, -5.229], [-0.103, 2.075, -0.144], [-3.688, 3.833, 1.272], [-3.769, 2.475, 0.115], [0.787, -1.040, -3.408], [-0.490, 1.468, -1.193], [2.087, 1.869, -0.581], [1.403, 2.093, 1.696], [0.499, 1.896, 1.523], [1.235, -1.820, -1.299], [2.510, 0.769, 0.840], [2.145, 2.310, -2.413], [-4.398, -0.995, 0.113], [-1.997, 4.705, 0.011], [0.735, -3.870, 1.615], [3.035, -5.420, -3.144], [0.541, 2.811, -0.775], [-3.649, 0.302, 4.107], [-2.213, 1.214, 1.158], [1.493, 3.443, -4.052], [1.132, 1.009, -2.751], [1.332, -0.173, 2.791], [0.190, -2.590, 0.678], [3.414, -1.132, 3.621], [-3.205, 1.737, 2.615], [0.726, 1.818, -4.567], [5.257, 0.442, 4.415], [-1.390, -4.293, 2.346], [-1.320, 0.117, 3.771], [-0.445, -0.588, 1.634], [5.087, 2.912, 3.677], [2.190, -4.030, -0.976], [-1.702, 3.164, -0.923], [-2.177, -3.396, 1.017]], "e_homo_ev": -9.12, "e_above_lowest_kj_mol": 2555.8}

---

No. 5
{"formula": "C5H5NO2", "method": "wB97M-V/def2-TZVPD", "species": ["O", "O", "N", "C", "C", "C", "C", "C", "H", "H", "H", "H", "H"], "positions_angstrom": [[-1.063, -0.708, -0.306], [1.314, -1.153, 0.081], [2.168, 1.072, -0.052], [-3.326, 0.123, 0.088], [-1.917, 0.260, 0.176], [0.312, -0.290, -0.008], [2.372, -0.248, 0.166], [0.706, 0.997, -0.241], [3.316, -0.815, 0.445], [-1.447, 1.070, 0.603], [-4.036, -0.660, -0.437], [-0.007, 1.900, -0.196], [-3.892, 0.837, 0.660]], "smiles": "C=COc1cnco1", "e_homo_ev": -8.86, "e_above_lowest_kj_mol": 383.0}

---

No. 6
{"formula": "C8H15ClNO2", "method": "wB97M-V/def2-TZVPD", "species": ["Cl", "O", "O", "N", "C", "C", "C", "C", "C", "C", "C", "C", "H", "H", "H", "H", "H", "H", "H", "H", "H", "H", "H", "H", "H", "H", "H"], "positions_angstrom": [[2.124, 0.114, 0.218], [1.312, -2.715, -1.484], [0.736, -0.619, -1.823], [-0.545, 0.550, -0.046], [-1.443, -0.290, 1.915], [0.357, 1.472, 1.880], [1.905, -1.624, -3.543], [1.117, -1.722, -2.121], [-0.298, 0.387, 2.716], [-1.641, 1.236, -0.676], [-0.749, -0.653, 0.623], [0.591, 1.162, 0.375], [-1.407, -1.306, 0.039], [0.119, -1.239, 0.623], [1.478, -2.280, -4.316], [-0.690, 0.787, 3.626], [-1.692, 2.269, -0.379], [-2.330, 0.371, 1.770], [0.395, -0.413, 2.968], [-1.648, 1.188, -1.772], [-2.549, 0.748, -0.259], [1.708, -0.587, -3.852], [1.377, 1.516, 2.226], [-0.377, 2.306, 1.943], [-1.692, -1.184, 2.502], [2.863, -1.630, -3.174], [0.980, 2.156, 0.020]], "e_homo_ev": [-14.15, -13.67], "e_above_lowest_kj_mol": 278.8, "charge": 1}

---

No. 7
{"formula": "C22H60CdF6NO14S2", "method": "wB97M-V/def2-TZVPD", "species": ["Cd", "S", "S", "F", "F", "F", "F", "F", "F", "O", "O", "O", "O", "O", "O", "O", "O", "O", "O", "O", "O", "O", "O", "N", "C", "C", "C", "C", "C", "C", "C", "C", "C", "C", "C", "C", "C", "C", "C", "C", "C", "C", "C", "C", "C", "C", "H", "H", "H", "H", "H", "H", "H", "H", "H", "H", "H", "H", "H", "H", "H", "H", "H", "H", "H", "H", "H", "H", "H", "H", "H", "H", "H", "H", "H", "H", "H", "H", "H", "H", "H", "H", "H", "H", "H", "H", "H", "H", "H", "H", "H", "H", "H", "H", "H", "H", "H", "H", "H", "H", "H", "H", "H", "H", "H", "H"], "positions_angstrom": [[3.261, 0.211, -0.641], [0.128, 1.059, -1.103], [0.383, -1.111, 0.405], [0.948, 0.918, 2.151], [-0.332, -1.079, -2.789], [-1.682, 0.627, -3.052], [-1.137, 0.288, 2.190], [0.426, -0.926, 3.112], [0.395, 0.726, -3.806], [2.162, -4.197, -1.827], [-4.707, 2.349, 3.749], [0.481, -3.647, 7.310], [-4.873, -0.331, 4.312], [-5.967, -2.832, -0.058], [2.903, 4.434, -2.637], [-1.184, 1.290, -0.476], [-2.384, 2.422, -7.125], [0.774, 2.302, -1.503], [2.908, 2.284, -0.084], [3.858, -0.867, 1.146], [1.266, -2.245, 0.674], [1.860, -1.328, -4.946], [-0.867, -1.566, -0.095], [1.324, -0.141, -0.430], [5.151, -0.823, 1.679], [2.304, -0.032, -6.896], [-3.425, 2.451, 3.248], [-0.562, -1.833, 6.250], [-2.165, 0.089, -7.384], [1.819, 5.428, -2.837], [-4.189, -2.579, 4.712], [2.671, -6.313, -0.952], [2.761, -1.163, -6.046], [0.134, -0.107, 2.113], [1.665, -5.110, -0.929], [-5.653, -1.498, -0.020], [-3.426, 2.599, 1.716], [5.016, -0.483, 3.148], [2.995, 3.800, 1.719], [3.773, 3.067, 0.668], [0.400, -2.244, 7.372], [-1.943, 1.306, -6.489], [-4.083, -1.454, 0.139], [-3.726, -1.073, 4.327], [-0.424, 0.276, -2.805], [1.394, 5.883, -1.427], [1.368, -0.335, -7.366], [3.649, -5.983, -0.602], [2.076, 0.911, -6.400], [4.363, -1.094, 3.771], [3.306, -1.442, 1.681], [-2.370, 2.579, 1.448], [-2.039, -0.728, -6.673], [-1.770, 2.772, -7.775], [2.275, 3.128, 2.186], [0.694, -5.424, -1.313], [-3.750, -2.138, 0.920], [4.457, 2.364, 1.145], [2.372, 2.851, -0.644], [2.289, 6.312, -0.976], [6.006, -0.304, 3.569], [2.243, -6.908, -0.145], [-4.153, -2.690, 5.796], [5.576, -1.827, 1.664], [-1.574, -2.239, 6.260], [0.115, -1.808, 8.329], [-3.790, 3.569, 1.374], [1.468, -4.678, 0.052], [-0.284, -2.419, 5.374], [0.610, 6.639, -1.426], [-6.114, -1.041, -0.895], [2.468, 4.577, 1.166], [-3.579, -3.329, 4.210], [-6.435, -3.120, -0.845], [-0.618, -0.788, 5.945], [4.599, 0.518, 3.258], [-2.821, 1.592, 3.541], [1.400, -4.004, -2.378], [3.787, -1.027, -5.705], [1.408, -1.924, 7.105], [-2.564, 1.322, -5.594], [3.148, 3.891, -3.390], [-3.908, 1.817, 1.129], [2.678, -2.090, -6.613], [3.625, 4.185, 2.521], [-1.413, -0.066, -8.157], [-0.891, 1.380, -6.214], [-3.175, 0.095, -7.795], [-3.730, -0.480, 0.477], [-4.607, 0.522, 3.961], [-3.256, -0.928, 3.354], [2.069, -0.600, -4.357], [-3.603, -1.733, -0.799], [2.119, 6.288, -3.436], [2.987, 0.270, -7.690], [5.812, -0.034, 1.322], [-5.185, -2.871, 4.377], [-3.075, -0.688, 5.113], [2.749, -6.781, -1.933], [-5.266, 3.127, 3.683], [0.454, -4.032, 8.189], [0.960, 4.917, -3.271], [-2.949, 3.295, 3.748], [4.442, 3.674, 0.058], [1.051, 5.020, -0.856], [-6.136, -0.885, 0.741]], "e_homo_ev": -10.87, "charge": 1}

---

No. 8
{"formula": "C2H4IN", "method": "wB97M-V/def2-TZVPD", "species": ["I", "N", "C", "C", "H", "H", "H", "H"], "positions_angstrom": [[1.805, 2.219, 1.363], [-0.024, -0.675, -1.461], [-0.055, -0.365, 0.793], [-0.649, -0.137, -0.451], [-0.266, -0.513, -2.407], [-1.595, 0.441, -0.398], [0.879, -1.057, 0.806], [-0.095, 0.087, 1.757]], "e_homo_ev": -8.89, "e_above_lowest_kj_mol": 282.9}

---

Let's list max |F| in order: 5.48 2.72 3.75 13.47 6.70 4.42 6.68 5.59 eV/Å.